one) Molecular formula: C4H15NO3
Method: DFT, wB97M-V/def2-TZVPD

Output
E_HOMO ... -9.459 eV
Net charge ... 0
SMILES ... C[C@H](N)CCO.O.O

Each line ends with the Löwdin charge.
Cartesian coordinates (Å):
C -0.9839 2.1617 -1.0303  -0.074
C -0.1845 1.1853 -0.2571  -0.432
N 0.4821 0.1342 -1.0751  0.020
C -1.0502 0.3896 0.7416  -0.151
C -0.2329 -0.5818 1.6111  -0.249
O 0.7177 0.2560 2.2914  -0.104
H -0.8679 3.1994 -0.7690  0.068
H -2.0694 2.0251 -1.0617  0.078
H -0.7138 2.1365 -2.1159  0.086
H 0.6273 1.5694 0.3904  0.133
H 0.9432 0.4468 -1.9199  0.083
H -0.1819 -0.5981 -1.3394  0.064
H -1.5168 1.0668 1.4683  0.123
H -1.8093 -0.1350 0.1592  0.109
H -0.7329 -1.1036 2.4690  0.123
H 0.2664 -1.4083 1.1265  0.089
H 1.5886 0.1453 1.8965  0.035
O -1.0530 -2.9076 -1.1342  -0.053
H -0.3230 -3.4682 -0.8354  0.045
H -1.6210 -3.5325 -1.5885  0.036
O 2.9475 0.0096 0.4003  -0.090
H 3.6098 -0.6626 0.6484  0.057
H 2.1576 -0.3278 -0.0761  0.004



two) Molecular formula: C4H15NO3
Method: DFT, wB97M-V/def2-TZVPD

Output
E_HOMO ... -9.024 eV
Net charge ... 0

Each line ends with the Löwdin charge.
Cartesian coordinates (Å):
O 21.2864 2.5086 8.2825  0.030
H 22.1911 2.4883 8.5947  0.091
H 20.7685 2.2039 9.0276  0.121
O 20.7004 2.6885 6.2624  -0.124
H 19.8765 2.2555 6.4863  0.072
H 21.1915 2.7092 7.0838  -0.149
C 22.1736 3.9431 3.3045  -0.076
C 23.0978 2.9109 3.8919  -0.470
C 22.4473 2.1656 5.0171  -0.212
O 23.5034 1.3946 5.6346  -0.151
C 22.9955 0.8276 6.8377  -0.110
N 23.3432 2.0417 2.7601  0.030
H 21.1213 3.6800 3.1977  0.087
H 22.5808 4.3682 2.3871  0.074
H 22.2124 4.7930 3.9859  0.072
H 24.0857 3.3243 4.0953  0.142
H 21.6292 1.5339 4.6710  0.144
H 22.0489 2.9042 5.7126  0.072
H 23.7108 0.3564 7.5119  0.087
H 22.2684 0.0281 6.6961  0.105
H 22.6717 1.5818 7.5550  0.039
H 24.1675 2.4815 2.3763  0.069
H 23.7447 1.3635 3.3917  0.056



Verdict on stability: two) comes out at the bottom.



one) Molecular formula: C3H4S
Method: DFT, wB97M-V/def2-TZVPD

Output
E_HOMO ... -8.856 eV
Net charge ... 0
SMILES ... C=CC=S

Each line ends with the Löwdin charge.
Cartesian coordinates (Å):
C -0.1404 1.2330 0.4105  0.046
C -0.4202 -0.0347 0.1996  -0.232
C 0.4334 -0.9641 -0.5532  -0.642
S 0.0916 -2.4611 -1.2095  0.636
H 0.7420 1.6682 0.3615  0.016
H -0.7393 1.8229 1.1063  0.077
H -1.4013 -0.5258 0.2547  0.097
H 1.4342 -0.7384 -0.5698  0.003



two) Molecular formula: C3H4S
Method: DFT, wB97M-V/def2-TZVPD

Output
E_HOMO ... -8.939 eV
Net charge ... 0

Each line ends with the Löwdin charge.
Cartesian coordinates (Å):
C 0.9846 0.9301 0.8978  -0.192
C 0.9738 2.0521 0.2602  -0.167
C -0.4338 -2.2827 -0.1948  -0.381
S 0.5721 -0.9456 -0.1972  0.741
H 0.4375 2.5104 -0.4872  0.032
H 1.8600 2.4917 0.6408  0.045
H -1.4281 -2.1705 0.0846  -0.018
H -0.0651 -3.1990 -0.1678  -0.059



Verdict on stability: two) comes out at the bottom.



one) Molecular formula: C3H4S
Method: DFT, wB97M-V/def2-TZVPD

Output
E_HOMO ... -8.816 eV
Net charge ... 0
SMILES ... C#C.C=S

Each line ends with the Löwdin charge.
Cartesian coordinates (Å):
C 1.2340 0.4053 -0.0551  -0.023
C 0.6249 1.1963 -0.7401  0.051
H 1.9724 -0.1701 0.4553  0.032
H 0.2354 1.7638 -1.4684  -0.015
C -0.1784 -1.4526 1.3882  -0.598
S -0.9156 -2.6075 0.4890  0.585
H 0.8274 -1.5493 1.5923  -0.052
H -0.7717 -0.6285 1.8052  0.019



two) Molecular formula: C3H4S
Method: DFT, wB97M-V/def2-TZVPD

Output
E_HOMO ... -9.041 eV
Net charge ... 0

Each line ends with the Löwdin charge.
Cartesian coordinates (Å):
C -0.2902 0.0103 -0.5818  -0.531
C -0.1739 0.5572 -2.3003  -0.350
C 0.3322 -0.5627 0.8155  -0.119
S 0.2992 1.6320 -1.2046  0.806
H -1.2992 0.1778 -0.2844  0.010
H 1.2433 0.0670 1.1646  0.088
H 0.3568 -1.6176 0.8551  0.031
H -0.4681 -0.2639 1.5358  0.064



Verdict on stability: two) comes out at the bottom.



one) Molecular formula: C10H11NO2
Method: DFT, wB97M-V/def2-TZVPD

Output
E_HOMO ... -9.102 eV
Net charge ... 0
SMILES ... C=C(c1c(C)cccc1C)[N+](=O)[O-]

Each line ends with the Löwdin charge.
Cartesian coordinates (Å):
C 1.5431 1.4221 1.5832  0.179
C 1.4102 0.5853 0.5442  -0.146
C -0.0470 0.0153 0.0834  -0.068
C -0.7203 -0.9943 0.7453  -0.253
C -0.1173 -1.7490 1.8342  -0.034
C -1.9686 -1.3969 0.2724  -0.023
C -2.4446 -0.9115 -0.9585  -0.037
C -1.7963 0.1807 -1.4822  -0.068
C -0.6220 0.6560 -0.9979  -0.213
C 0.1635 1.6962 -1.7707  -0.006
N 2.4723 0.0731 -0.2339  -0.350
O 2.2024 -0.8771 -0.9686  0.101
O 3.6139 0.4461 0.0385  0.077
H 2.4239 1.8956 1.7378  0.054
H 0.7599 1.5236 2.1894  0.052
H 0.6580 -1.1121 2.1924  0.062
H -0.8356 -1.8364 2.5522  0.047
H 0.1642 -2.8579 1.5756  0.144
H -2.4378 -2.1609 0.7550  0.080
H -3.3995 -1.1935 -1.4964  0.128
H -2.0826 0.6907 -2.2954  0.073
H -0.2450 2.0011 -2.7411  0.100
H 0.1914 2.4945 -1.1462  0.053
H 1.1136 1.4094 -2.0128  0.047



two) Molecular formula: C10H11NO2
Method: DFT, wB97M-V/def2-TZVPD

Output
E_HOMO ... -8.833 eV
Net charge ... 0
SMILES ... C=C(C)[C@@H]1C(=O)N[C@H]1c1ccco1

Each line ends with the Löwdin charge.
Cartesian coordinates (Å):
C 3.0179 0.0865 -0.5518  0.058
C 1.9361 0.4260 0.1221  -0.339
C 1.9131 1.7008 0.9412  -0.072
C 0.8500 -0.5721 0.3348  -0.113
C 1.1962 -2.0106 -0.0678  -0.445
O 2.0971 -2.7745 0.1750  0.094
N 0.0483 -2.0831 -0.8167  0.179
C -0.3244 -0.6673 -0.7275  -0.167
C -1.6546 -0.2673 -0.3885  -0.240
C -2.3512 0.7724 -0.8788  0.004
C -3.5069 0.9465 -0.0213  -0.023
C -3.4073 -0.0635 0.8869  -0.145
O -2.2815 -0.6813 0.7467  0.064
H 4.0391 0.6973 -0.6521  0.125
H 3.0717 -0.7821 -1.1108  0.032
H 2.4254 1.4605 1.9673  0.117
H 2.3385 2.6804 0.6070  0.083
H 0.8710 1.9501 1.1860  0.063
H 0.4025 -0.6143 1.3729  0.181
H -0.3143 -2.6696 -1.4712  0.109
H -0.0106 -0.0386 -1.5214  0.145
H -1.9937 1.4066 -1.5898  0.086
H -4.3622 1.4283 -0.3015  0.070
H -4.0000 -0.3311 1.7594  0.135



three) Molecular formula: C10H11NO2
Method: DFT, wB97M-V/def2-TZVPD

Output
E_HOMO ... -8.400 eV
Net charge ... 0
SMILES ... CCCc1ccc2[nH]c(=O)oc2c1

Each line ends with the Löwdin charge.
Cartesian coordinates (Å):
C 1.3543 -2.9193 -0.4438  -0.104
C 0.9383 -2.0663 -1.7157  -0.239
C -0.4447 -1.3580 -1.6216  -0.163
C -0.3921 -0.2796 -0.5830  -0.259
C -1.0659 -0.4459 0.6281  -0.075
C -1.2333 0.4478 1.6737  -0.014
C -0.7810 1.7449 1.4403  -0.165
N -0.6832 2.9541 2.1272  0.155
C 0.0251 3.9055 1.3889  -0.510
O 0.3931 5.0137 1.6238  0.131
O 0.3508 3.3000 0.1963  0.131
C -0.1092 2.0239 0.1727  -0.156
C 0.0890 1.0187 -0.7840  0.052
H 2.4049 -3.2533 -0.6208  0.072
H 1.2372 -2.3538 0.5690  0.092
H 0.6309 -3.7351 -0.4151  0.055
H 1.7142 -1.3512 -1.8812  0.088
H 0.9305 -2.8032 -2.4967  0.088
H -0.5998 -0.8852 -2.6314  0.124
H -1.3281 -2.0454 -1.4244  0.132
H -1.5121 -1.4357 0.6790  0.108
H -1.7641 0.2206 2.6207  0.122
H -0.7366 3.1117 3.2073  0.220
H 0.5819 1.1912 -1.7093  0.115



Verdict on stability: one) comes out at the bottom.